Below is C35H61AsCl5N3O2PdSi6 as an isolated structure at a distorted geometry, with properties calculated with wB97M-V/def2-TZVPD.

XYZ file:
```
114
Properties=species:S:1:pos:R:3:forces:R:3:mulliken_spin:R:1
Pd -1.66923 -0.69210 2.11451 0.09 1.85 -1.75 1.159
Cl -5.31871 7.29066 -0.18146 -0.11 -0.67 0.01 0.063
C -4.64252 5.75220 -0.48527 0.47 0.02 0.45 0.289
C -3.61592 5.26262 0.37189 1.68 -1.19 0.44 -0.090
Cl -3.52313 5.72314 2.05051 -0.10 0.42 -0.77 -0.007
C -2.66609 4.32426 -0.07719 -2.20 0.72 -1.15 0.191
Cl -1.25375 3.96224 0.76925 0.28 -0.29 0.26 0.028
C -2.91613 3.62035 -1.38000 1.75 -0.43 -0.31 0.044
O -2.05495 2.88112 -1.93296 -1.54 0.99 1.40 0.317
C -4.21478 3.86828 -1.98308 -0.61 0.64 0.18 0.224
Cl -4.73334 2.81090 -3.23485 0.36 0.39 0.41 0.044
C -5.00377 4.96428 -1.58501 0.70 -1.36 -0.46 -0.089
Cl -6.45286 5.22598 -2.39947 -0.66 0.56 -0.33 -0.015
C -3.83241 1.29002 3.76346 -0.16 0.40 -1.19 0.028
Si -3.35166 -0.36021 4.45275 0.36 1.40 1.21 -0.040
C -1.85032 0.23738 5.48843 -0.66 -0.65 -0.15 0.038
C -4.69173 -0.76412 5.70861 0.22 0.07 0.36 0.054
C -2.95896 -1.70375 3.16276 -0.33 -1.96 0.76 0.397
Si -1.40581 -2.88681 3.49009 -3.47 -0.74 0.12 0.040
C -1.02754 -4.29213 2.31799 0.68 0.23 0.01 0.018
C -1.36831 -3.42983 5.25719 1.27 0.86 1.30 0.016
C 1.99910 -2.43869 2.53144 0.55 0.36 0.24 0.141
Si -4.36866 -2.12152 1.89773 -1.15 0.29 -0.45 -0.005
C -5.01127 -3.87094 1.84695 0.13 -1.22 -0.22 0.007
C -5.94002 -0.99215 1.82785 0.12 -0.44 0.91 0.019
C -3.58580 -1.74636 0.24636 -0.06 -1.45 -0.88 0.031
C -3.78432 -2.61292 -0.85630 2.34 0.34 -0.45 0.008
C -2.85222 -2.51467 -1.94130 -1.01 2.19 2.25 0.002
C -2.08158 -1.31192 -2.00481 -0.56 -0.96 0.04 0.019
C -2.24521 -0.33902 -1.02196 0.30 -1.35 0.42 -0.019
N -2.79946 -0.67751 0.17220 0.04 1.01 -0.66 0.088
H -3.06815 1.59712 3.01540 -0.53 0.18 0.22 -0.003
H -3.79395 2.02883 4.59361 -0.19 -0.49 -0.53 0.001
H -4.83300 1.28009 3.28331 0.60 0.28 0.23 0.000
H -2.30318 1.06589 6.07397 0.52 -0.49 -0.19 0.001
H -0.94862 0.58301 4.97560 -0.15 0.09 -0.11 -0.016
H -1.58258 -0.58262 6.14695 0.32 0.06 0.46 0.000
H -4.11912 -0.89651 6.65663 -0.70 0.05 -0.41 0.002
H -5.20030 -1.69621 5.47969 -0.27 -0.05 0.18 0.000
H -5.43425 0.08130 5.81147 0.88 -0.95 -0.15 0.005
H -1.85342 -4.51219 1.65121 -0.35 0.04 0.02 0.007
H -0.77924 -5.17593 2.91742 -0.25 0.15 0.03 -0.003
H -0.16458 -4.15591 1.66682 -0.05 0.23 -0.03 0.003
H -2.21025 -3.16442 5.91085 0.01 0.38 -0.56 0.005
H -0.45281 -2.97402 5.74221 -0.75 -0.49 -0.30 0.005
H -1.26802 -4.50275 5.40170 0.23 -0.21 -0.49 -0.001
H 1.58216 -3.21817 1.88646 -0.08 0.27 0.29 -0.009
H 2.32820 -2.82573 3.51365 0.16 -0.18 -0.69 0.001
H 2.84698 -1.98375 1.97281 -0.47 -0.19 0.49 -0.009
H -5.66826 -4.06686 2.69309 -0.06 0.07 0.20 0.002
H -4.23984 -4.67867 1.88509 -0.41 0.66 -0.05 -0.003
H -5.64673 -4.10233 0.94821 0.61 0.53 0.71 0.000
H -6.27251 -0.68475 2.83877 0.00 -0.17 -0.43 -0.001
H -6.74065 -1.65606 1.41396 0.61 0.60 0.21 0.003
H -5.85112 -0.07410 1.22492 0.16 -0.49 0.13 -0.002
H -4.36912 -3.50356 -0.69770 -0.27 0.02 -0.32 0.002
H -2.79953 -3.28761 -2.66199 0.23 -0.53 -0.67 0.001
H -1.28622 -1.19639 -2.73876 -0.55 0.27 -0.25 0.005
H -1.88849 0.66700 -1.12302 0.59 0.29 0.00 0.016
N 2.09752 0.31730 6.04205 -0.34 0.22 0.40 0.023
C 1.94497 -0.76491 5.23755 -0.08 -0.99 1.75 0.003
O 1.97328 -1.93185 5.67726 -0.20 1.88 -1.68 0.032
C 1.66630 -0.31683 3.83662 -0.08 -2.68 0.27 0.242
C 2.19968 0.81957 3.32634 0.62 0.48 0.89 -0.022
C 1.77119 1.29421 2.10712 -0.32 0.24 -1.52 0.228
C 0.80582 0.53737 1.40471 -0.72 -2.37 0.15 0.103
N 0.35262 -0.67683 1.82530 1.03 1.74 -0.52 0.351
C 0.99774 -1.33842 2.92465 -0.08 0.39 0.27 0.010
H 2.12517 0.16520 7.04565 0.13 -0.11 -0.25 -0.002
H 1.65603 1.18303 5.75131 0.34 -0.17 0.20 0.001
H 2.95877 1.35433 3.91216 -0.54 -0.04 -0.22 0.006
H 2.08227 2.25658 1.70262 0.03 -0.33 0.07 0.014
H 0.36373 0.81635 0.45145 0.04 0.53 0.20 -0.010
H 0.10482 -1.96702 3.48638 1.72 1.25 -0.16 -0.003
C 4.80680 3.16701 -2.12351 0.45 1.01 1.07 0.000
Si 5.21957 1.41759 -2.55986 -1.18 -1.04 -0.49 0.000
C 6.48813 1.37269 -3.91746 0.47 1.46 -0.23 0.000
C 5.72581 0.44662 -1.01390 0.33 0.08 -0.15 -0.001
As 3.08501 0.35614 -3.17294 0.36 -0.03 0.06 0.008
Si 3.93214 -1.37078 -4.55984 0.57 0.89 -0.80 0.000
C 2.63401 -2.51408 -5.26332 -0.23 -1.09 -0.37 0.000
C 4.88837 -0.70587 -6.14724 -0.28 -1.99 1.27 0.001
C 5.04561 -2.36143 -3.40642 0.41 0.13 -0.87 0.000
Si 1.91748 1.83738 -4.59359 0.46 -1.04 -1.82 -0.001
C 0.56412 0.86353 -5.56949 0.52 -0.18 0.33 0.000
C 1.19111 3.08704 -3.46915 -0.72 0.77 0.20 0.004
C 2.97134 2.51776 -6.05571 -0.32 0.03 0.81 0.000
H 5.46110 3.45609 -1.25388 -0.37 -0.04 -0.85 0.000
H 3.79438 3.20925 -1.71239 -0.02 0.03 -0.12 0.000
H 4.90197 3.94780 -2.90550 -0.02 -0.61 0.35 0.000
H 6.73960 0.41866 -4.35209 -0.04 -0.33 -0.05 0.000
H 7.42525 1.82220 -3.52043 -0.38 -0.30 -0.14 0.000
H 6.17192 2.07811 -4.73271 0.16 -0.72 0.59 0.000
H 5.93533 1.12162 -0.18117 0.12 -0.02 0.00 0.000
H 6.61392 -0.14633 -1.21551 0.44 0.19 -0.06 0.000
H 5.03587 -0.30954 -0.66784 -0.65 0.04 -0.03 0.000
H 2.23443 -2.17047 -6.23371 0.24 -0.11 0.39 0.000
H 1.78545 -2.80815 -4.65363 -0.25 0.46 0.39 0.000
H 3.09527 -3.51611 -5.42014 0.11 0.65 -0.29 0.000
H 4.25200 -0.91770 -7.02278 0.47 0.22 0.24 0.000
H 5.81910 -1.33744 -6.16105 -0.73 0.67 -0.38 0.000
H 5.14336 0.32652 -6.05176 0.15 0.60 -0.17 0.000
H 4.52528 -2.53062 -2.49280 -0.49 -0.15 0.87 0.000
H 6.00797 -1.88118 -3.15186 -0.36 -0.30 -0.32 0.000
H 5.18569 -3.34565 -3.87540 0.37 0.22 0.14 0.000
H -0.20492 0.57929 -4.84359 -0.21 -0.06 -0.28 0.000
H 1.04572 -0.07880 -5.93096 -0.44 0.69 0.12 0.000
H 0.10769 1.40353 -6.43768 0.44 -0.35 0.83 0.000
H 1.96983 3.64017 -2.91247 -0.46 -0.02 -0.41 -0.001
H 0.44153 2.70573 -2.73885 0.51 0.10 -0.58 -0.004
H 0.65167 3.73607 -4.19626 0.25 0.14 0.77 0.001
H 3.09667 1.71171 -6.78321 0.03 0.00 0.11 0.000
H 3.95438 2.85049 -5.72944 0.14 0.08 -0.07 0.000
H 2.47816 3.34959 -6.57027 -0.01 -0.07 0.12 0.000
```
Forces are in eV/Å.

## Properties
⟨S²⟩: 6.11
charge: +2
multiplicity: 5
energy: -8085.96876 Ha
relative energy (zero: lowest compared OMol25 entry of this formula, charge and spin): 124.6 kcal per mole

Below is a 9-piece molecular cluster, C35H61Br16ClFI2NO2P overall at a distorted geometry, with properties calculated with wB97M-V/def2-TZVPD.

XYZ file:
```
120
Properties=species:S:1:pos:R:3:forces:R:3:mulliken_charge:R:1
C -3.06170 -3.11978 5.35065 0.08 0.65 -1.02 -0.703
C -2.43775 -1.77178 4.58206 0.64 -1.79 0.21 0.230
C -2.12603 -2.18202 2.98952 -0.34 -1.13 2.12 0.782
N -3.00721 -1.47740 2.03076 0.81 0.11 1.79 -0.023
P -2.34525 -1.18069 0.40190 0.39 -0.07 -0.11 1.851
C -4.13647 -0.96858 -0.28359 -2.69 -2.50 -1.65 -0.623
C -5.34236 -1.32106 0.75728 -5.37 4.46 2.48 0.198
O -6.26823 -0.43262 1.22132 6.32 -6.17 -3.09 -0.486
F -5.63283 -2.72327 1.24778 1.29 3.47 -1.82 -0.302
C -1.82317 -0.76943 -1.40616 0.60 0.73 -2.78 -0.692
C -0.22467 -0.84036 -1.70950 1.83 3.51 -4.81 -0.608
O 0.25731 0.05686 -2.61805 -2.41 -5.03 5.33 -0.605
C 0.89446 -1.87513 -1.12256 2.97 -2.26 2.20 1.151
C 1.28114 -3.35847 -1.68938 1.62 2.33 3.74 -0.408
C 2.47444 -4.20894 -0.89020 -0.12 2.51 1.46 0.109
C 3.30797 -3.65061 0.40520 -2.95 2.90 -2.15 -0.175
C 2.95662 -2.14183 0.94601 -2.27 -0.82 -3.87 -0.972
C 1.76552 -1.31063 0.18955 1.30 -2.61 -0.61 0.127
C -2.32224 -3.06229 0.17891 0.01 -3.22 0.97 -0.521
C -2.27488 -3.83014 -1.19844 -0.94 -1.53 -1.40 0.352
C -3.72140 -4.43846 -1.78525 -1.00 1.27 1.15 -0.812
Cl -1.32445 -5.45773 -0.89716 -0.11 0.72 -0.10 -0.242
C -2.06841 0.65658 0.78943 2.70 3.15 1.05 -1.449
I -3.77017 1.95162 1.12830 -0.86 0.10 -2.58 0.129
C -1.11006 0.93918 2.14459 1.38 0.94 -1.38 -0.137
C 0.07093 2.07714 1.80187 -0.05 -0.80 0.21 -0.118
I -2.27488 1.91613 3.77974 1.98 -0.94 1.59 -0.076
H -2.32123 -4.04589 5.21013 -1.75 2.12 0.40 0.118
H -4.06411 -3.35713 4.76124 1.95 0.27 1.58 0.276
H -3.22806 -2.88670 6.48548 0.16 -0.66 -2.23 0.179
H -1.38881 -1.58992 5.11231 -2.33 0.18 -1.09 0.200
H -3.18100 -0.87520 4.68655 1.62 -1.64 -0.16 -0.345
H -2.36795 -3.35067 2.94609 0.68 2.21 -0.06 0.181
H -0.97377 -2.08689 2.86986 -2.46 0.22 -0.20 -1.241
H -3.35426 -0.64255 2.52808 0.25 -0.31 -0.66 0.136
H -0.95272 -1.33064 0.84620 -0.16 0.44 -0.11 -0.452
H -4.29733 -0.03421 -0.97358 -0.28 -1.53 2.06 0.391
H -4.22116 -1.85444 -1.08761 0.14 1.65 1.83 0.270
H -2.43453 -1.37846 -2.23604 1.73 0.74 1.73 0.602
H -2.16906 0.32900 -1.74784 1.16 -2.28 0.90 0.364
H 0.70011 -3.80821 -2.60207 1.40 0.86 2.07 0.319
H 2.75039 -5.30871 -1.25980 -0.83 2.76 0.80 -0.333
H 4.14592 -4.24218 0.98846 -2.01 1.09 -1.59 0.263
H 3.51437 -1.60380 1.85426 -1.38 -1.51 -2.25 0.262
H 1.53247 -0.21558 0.60323 0.40 -2.79 -1.06 0.192
H -1.37544 -3.50149 0.77193 -2.02 1.33 -1.29 -0.487
H -3.24680 -3.48749 0.80710 1.84 0.74 -1.56 0.417
H -1.69544 -3.40557 -2.11367 -0.94 -0.43 2.05 0.179
H -4.57002 -4.00461 -1.06597 1.72 -0.97 -1.54 0.235
H -3.80021 -5.60127 -1.70001 0.39 2.34 -0.40 0.305
H -3.97963 -4.03580 -2.85611 0.69 -0.95 1.93 0.232
H -1.40351 1.24432 -0.01526 -1.69 -1.42 1.54 0.474
H -0.51524 0.00601 2.49550 -1.58 1.45 -0.34 0.031
H 0.94341 1.88095 2.58258 -1.84 0.82 -1.50 0.292
H -0.35202 3.17869 1.85152 0.97 -2.33 -0.05 0.330
H 0.54428 1.88329 0.73922 -1.42 0.35 2.33 -0.551
Br -5.55583 -1.44531 7.68236 -0.16 0.10 0.03 -0.155
C -5.79508 -0.02909 6.36268 0.13 -0.15 -0.16 -0.207
C -5.13493 1.25395 6.81112 -0.02 0.17 -0.14 -0.501
Br -6.19937 2.15730 8.17360 0.08 -0.03 0.05 -0.187
H -6.87100 0.07202 6.19442 0.30 0.06 0.09 0.436
H -5.32340 -0.40735 5.45128 -0.05 0.13 0.14 -0.066
H -5.07109 1.96463 5.98292 -0.03 -0.19 0.07 0.269
H -4.13743 1.10416 7.23305 -0.27 -0.06 -0.12 0.398
Br 2.48166 2.02792 -0.59529 0.50 0.38 -0.45 0.057
C 2.24242 3.44414 -1.91496 0.12 -0.11 -0.01 -0.309
C 2.90257 4.72718 -1.46652 -0.09 0.18 -0.07 -0.379
Br 1.83813 5.63053 -0.10405 0.12 -0.01 0.02 -0.178
H 1.16650 3.54525 -2.08322 0.26 0.04 0.10 0.452
H 2.71409 3.06588 -2.82637 -0.09 0.13 0.20 -0.002
H 2.96640 5.43786 -2.29473 -0.07 -0.17 0.05 0.039
H 3.90006 4.57739 -1.04459 -0.27 -0.08 -0.08 0.408
Br 1.76151 -4.85613 5.79988 -0.07 0.06 0.01 -0.169
C 0.25215 -5.28503 4.64130 -0.01 -0.31 0.07 -0.076
C 0.66553 -5.30269 3.18806 -0.25 0.26 -0.13 -0.837
Br 0.86356 -3.49270 2.48794 0.25 -0.96 0.41 0.146
H -0.53489 -4.55778 4.85998 0.35 -0.16 -0.18 -0.272
H -0.07791 -6.27771 4.96041 0.06 0.15 -0.07 0.446
H -0.11157 -5.76236 2.57171 0.05 0.05 0.12 0.397
H 1.61387 -5.81793 3.01301 -0.21 0.11 0.13 0.413
Br -7.90987 3.63860 1.52523 0.00 -0.05 0.05 -0.159
C -8.31500 1.85139 0.85725 0.11 0.01 -0.10 -0.501
C -9.77760 1.71853 0.50193 -0.03 -0.15 -0.05 -0.496
Br -10.87750 1.51811 2.10052 -0.05 0.09 -0.07 -0.165
H -7.98822 1.14258 1.62338 -0.11 0.18 -0.31 0.318
H -7.68972 1.73195 -0.03211 -0.12 -0.05 0.21 0.297
H -9.95217 0.80907 -0.07898 0.12 0.12 0.12 0.370
H -10.16984 2.57732 -0.04950 0.16 -0.16 0.18 0.368
Br 3.55648 0.74604 -3.73492 0.24 -0.35 -0.25 -0.095
C 5.48127 1.04621 -3.83246 -0.27 -0.03 0.17 -0.644
C 5.81047 2.18762 -4.76621 0.15 -0.16 0.00 -0.347
Br 5.66441 1.63825 -6.63230 -0.05 0.11 0.08 -0.126
H 5.93770 0.09750 -4.12871 -0.08 0.29 0.00 0.405
H 5.78371 1.28573 -2.80905 -0.01 0.03 -0.17 0.350
H 6.85094 2.49928 -4.64233 -0.16 -0.10 0.02 0.321
H 5.15817 3.05557 -4.63724 0.11 -0.33 -0.01 0.101
Br 3.06986 5.72112 -5.49053 0.08 -0.06 0.13 -0.162
C 4.44237 7.01188 -4.98595 -0.22 0.06 -0.12 -0.402
C 5.68272 6.85131 -5.83380 0.27 0.13 0.09 -0.008
Br 6.73225 5.30843 -5.26509 -0.02 0.31 -0.14 -0.122
H 4.62752 6.87922 -3.91625 0.02 -0.01 -0.37 0.014
H 3.98581 7.99173 -5.15222 0.16 -0.14 0.02 0.422
H 6.34853 7.70938 -5.70939 -0.20 -0.15 0.06 -0.186
H 5.46689 6.71585 -6.89706 -0.06 -0.02 0.30 0.460
Br 6.29502 8.61863 -2.40412 0.19 0.10 -0.01 -0.078
C 7.43502 10.18629 -2.62158 -0.11 -0.03 0.24 -0.574
C 6.95502 11.05853 -3.75820 0.14 0.16 -0.09 -0.572
Br 7.44109 10.29681 -5.48706 -0.08 0.08 0.06 -0.154
H 8.45725 9.82145 -2.75610 -0.28 0.13 -0.07 0.376
H 7.36728 10.72109 -1.66995 -0.01 -0.04 -0.21 0.333
H 7.44659 12.03453 -3.72936 -0.05 -0.18 0.04 0.340
H 5.87124 11.20276 -3.76656 0.28 -0.12 0.08 0.370
Br 4.34049 -7.60571 -0.53314 -0.04 -0.15 -0.06 -0.097
C 4.53240 -8.61105 -2.19353 0.24 0.00 0.15 -0.546
C 4.27230 -7.73501 -3.39685 -0.16 -0.07 -0.25 -0.635
Br 2.36238 -7.42574 -3.64584 0.14 0.07 0.07 -0.116
H 3.85738 -9.46900 -2.12707 0.11 0.29 -0.10 0.354
H 5.56650 -8.96721 -2.19214 -0.17 0.09 -0.06 0.328
H 4.60169 -8.23130 -4.31350 -0.01 0.03 0.19 0.357
H 4.74832 -6.75300 -3.32958 -0.10 -0.26 0.09 0.368
```
Forces are in eV/Å.

## Properties
charge: -1
energy: -44255.90443 Ha